{
  "formula": "C47H55CsIN5O3P2Te",
  "method": "wB97M-V/def2-TZVPD",
  "lumo_ev": 2.6,
  "charge": -2,
  "elements": ["Cs", "C", "C", "C", "P", "C", "C", "C", "C", "C", "C", "C", "C", "C", "C", "N", "C", "C", "C", "C", "C", "C", "C", "P", "C", "C", "C", "C", "C", "C", "H", "H", "H", "H", "H", "H", "H", "H", "H", "H", "H", "H", "H", "H", "H", "H", "H", "H", "H", "H", "H", "H", "H", "H", "H", "H", "H", "H", "H", "H", "H", "H", "H", "H", "H", "H", "H", "H", "H", "H", "O", "C", "O", "H", "I", "C", "C", "C", "C", "N", "C", "H", "H", "H", "H", "Te", "C", "C", "C", "C", "C", "C", "C", "C", "C", "C", "C", "C", "H", "H", "H", "H", "H", "H", "H", "H", "H", "H", "O", "N", "C", "C", "N", "C", "N"],
  "xyz": [[-1.471, 1.586, 3.575], [-2.935, -5.816, 0.244], [-1.674, -5.601, -0.640], [-0.863, -6.877, -0.983], [-0.498, -4.081, -0.125], [-0.299, -4.409, 1.727], [-0.154, -5.776, 2.381], [0.845, -3.488, 2.147], [1.161, -4.432, -0.935], [1.917, -5.477, -0.462], [3.125, -5.861, -0.998], [3.839, -7.115, -0.673], [3.649, -5.021, -2.014], [2.977, -3.836, -2.405], [1.764, -3.468, -1.849], [1.080, -2.297, -2.076], [0.766, -1.968, -3.339], [0.600, -3.023, -4.378], [-0.190, -2.774, -5.443], [-0.714, -1.570, -5.798], [-1.621, -1.474, -6.999], [-0.340, -0.492, -5.006], [0.365, -0.604, -3.810], [0.521, 1.023, -3.013], [1.986, 0.935, -1.726], [3.175, 0.271, -2.493], [1.544, 0.289, -0.408], [-1.127, 1.096, -2.057], [-2.064, 1.916, -2.925], [-1.672, -0.205, -1.601], [-3.493, -6.673, -0.081], [-3.592, -4.967, 0.194], [-2.803, -5.974, 1.366], [-2.063, -5.206, -1.588], [-0.083, -6.699, -1.729], [-1.605, -7.653, -1.303], [-0.352, -7.187, -0.099], [-1.283, -3.945, 2.208], [0.625, -6.391, 2.005], [-1.065, -6.358, 2.296], [-0.093, -5.709, 3.503], [0.722, -2.439, 1.905], [1.734, -3.915, 1.793], [0.858, -3.554, 3.268], [1.431, -6.114, 0.303], [4.803, -7.010, -0.175], [3.980, -7.632, -1.637], [3.195, -7.706, 0.007], [4.594, -5.308, -2.469], [3.490, -3.176, -3.107], [1.115, -3.952, -4.282], [-0.433, -3.533, -6.171], [-1.722, -0.478, -7.392], [-2.678, -1.736, -6.779], [-1.258, -2.173, -7.694], [-0.518, 0.482, -5.404], [2.311, 1.957, -1.559], [2.939, -0.791, -2.705], [4.020, 0.174, -1.844], [3.398, 0.799, -3.426], [2.431, -0.090, 0.106], [0.899, -0.551, -0.435], [1.104, 1.046, 0.302], [-0.763, 1.633, -1.189], [-2.256, 1.347, -3.860], [-1.575, 2.853, -3.314], [-2.935, 2.182, -2.355], [-2.152, -0.640, -2.487], [-2.456, -0.060, -0.794], [-0.883, -0.854, -1.239], [-2.525, 3.495, 1.595], [-2.837, 4.592, 2.163], [-2.284, 5.719, 2.047], [-3.724, 4.624, 2.841], [-5.738, -2.621, 3.463], [-5.115, -0.989, 4.697], [-4.954, -1.078, 6.095], [-4.550, 0.047, 6.784], [-4.234, 1.230, 6.092], [-4.354, 1.304, 4.757], [-4.953, 0.266, 4.140], [-5.260, -1.980, 6.630], [-4.514, 0.066, 7.907], [-3.905, 2.198, 6.472], [-5.242, 0.445, 3.088], [-1.100, 6.708, 0.013], [0.107, 7.856, -1.276], [0.679, 7.197, -2.367], [1.309, 7.937, -3.371], [1.516, 9.330, -3.205], [1.061, 9.990, -2.001], [0.318, 9.208, -1.104], [0.470, 6.699, 1.560], [1.031, 7.880, 2.039], [2.091, 7.911, 2.976], [2.472, 6.641, 3.443], [1.719, 5.510, 3.261], [0.751, 5.505, 2.239], [0.488, 6.115, -2.639], [1.670, 7.383, -4.224], [2.055, 9.873, -4.010], [1.032, 11.065, -1.879], [-0.196, 9.712, -0.327], [0.559, 8.851, 1.775], [2.358, 8.910, 3.347], [3.489, 6.527, 3.864], [1.798, 4.620, 3.926], [0.257, 4.623, 1.750], [1.736, 1.576, 3.420], [1.283, 0.862, 4.411], [2.184, 0.018, 4.991], [3.470, -0.116, 4.517], [4.649, -0.082, 4.410], [2.030, -0.404, 6.282], [1.623, -0.668, 7.348]],
  "forces_ev_per_a": [[0.3, 0.3, -0.5], [1.1, 0.2, 1.5], [1.0, 0.8, -0.4], [-1.5, 0.3, -0.1], [-1.1, -0.7, -0.2], [-1.5, 1.4, 0.6], [-1.2, 0.1, 1.2], [-1.4, -0.3, 2.5], [-0.1, 1.3, 0.5], [-0.7, -1.4, 0.6], [0.9, 1.6, -1.3], [-0.5, -0.9, 0.2], [-1.2, 0.5, 0.5], [1.9, -1.1, -0.1], [-2.5, -0.4, 1.2], [0.9, 0.2, -0.8], [-1.1, -0.2, -1.5], [0.7, 2.0, 1.9], [-0.3, -1.2, -1.4], [-0.7, 1.6, 0.3], [-0.9, 0.4, 1.5], [0.3, -0.6, -0.2], [0.6, -1.8, 0.6], [0.7, 0.1, 0.4], [-1.2, -1.0, -1.4], [-1.5, -1.0, 0.3], [1.2, 1.4, 1.3], [2.1, 1.1, -0.1], [1.1, 0.6, -0.9], [-1.3, -0.3, 0.3], [-0.3, -0.6, -0.5], [-0.3, 0.5, -0.2], [0.4, 0.2, -1.4], [0.0, -0.1, 0.1], [-0.4, 0.0, -0.1], [0.8, 0.3, 0.1], [0.3, -0.7, 0.7], [1.7, -0.8, -1.2], [0.9, -0.4, -0.1], [-0.2, -0.2, -0.5], [0.5, 0.3, -0.9], [0.1, 0.1, -0.5], [1.6, -0.1, -0.6], [0.3, 0.3, -0.7], [0.7, 0.3, -0.6], [0.1, 0.2, -0.1], [0.1, -0.3, 0.6], [0.4, -0.1, -0.4], [0.0, 0.2, -0.1], [-0.3, -0.1, 0.1], [0.0, -0.6, 0.3], [0.3, -0.8, 0.0], [0.5, 0.5, -0.4], [0.4, -0.2, 0.2], [0.3, -0.7, -1.5], [-0.3, 0.8, 0.0], [-0.3, 0.3, 0.2], [-0.1, 0.6, -0.2], [0.9, 0.5, 0.4], [0.1, 0.0, 0.2], [0.2, 0.1, 0.2], [-0.6, -0.7, -0.6], [0.4, -0.5, -0.8], [-0.4, 0.7, 0.4], [-0.5, 0.1, 0.6], [-0.4, -0.7, 0.7], [-0.8, 0.0, -0.1], [0.0, -0.5, 0.4], [0.7, -0.2, -0.8], [-0.2, -0.3, 0.0], [-0.4, 1.2, 1.1], [0.6, -0.2, -1.0], [-0.5, -1.0, 0.3], [0.0, -0.4, 0.0], [0.3, 0.8, 0.7], [-0.5, -0.1, 0.7], [-0.4, -0.4, -0.6], [0.2, 1.2, 1.6], [0.0, -0.4, -1.3], [-1.5, -0.6, 0.6], [0.9, 0.3, -1.4], [0.4, 0.2, -0.2], [0.0, -0.2, -1.3], [0.1, -0.6, 0.8], [0.4, -0.2, 0.5], [0.6, 0.0, 1.3], [0.6, -1.1, -0.3], [-0.5, -0.3, -1.4], [0.3, 1.0, 1.0], [0.1, 0.1, 0.7], [-0.5, -1.9, -1.9], [0.6, 0.7, -1.0], [-0.7, 0.0, 0.1], [-0.3, 1.4, 0.5], [-1.9, -0.9, -1.3], [2.0, 1.3, 1.0], [-1.2, -1.4, -0.7], [-0.3, 0.0, -1.3], [0.2, 1.2, 1.0], [0.1, 0.3, -0.3], [-0.5, -0.2, 0.7], [0.5, 0.0, -0.1], [-0.3, 0.3, 0.9], [0.5, -0.7, -0.1], [0.7, -0.8, -0.2], [-0.9, 0.1, 0.7], [0.6, 0.6, -1.0], [0.5, 0.5, 1.4], [-1.3, -1.8, 1.8], [1.7, 0.9, -0.9], [-1.1, 1.4, -2.1], [5.9, 0.8, -0.7], [-3.4, -0.5, -0.2], [-2.9, -1.0, 3.5], [1.1, 0.2, -1.3]]
}


{
  "formula": "C5H10O2",
  "method": "wB97M-V/def2-TZVPD",
  "lumo_ev": 0.9,
  "smiles": "C=CC1COC1.O",
  "elements": ["C", "C", "C", "C", "O", "C", "H", "H", "H", "H", "H", "H", "H", "H", "O", "H", "H"],
  "xyz": [[1.879, -0.070, -0.739], [0.611, -0.350, -1.035], [-0.589, 0.501, -0.735], [-1.886, -0.244, -0.374], [-2.050, 0.518, 0.825], [-0.770, 1.139, 0.660], [2.680, -0.755, -1.005], [2.174, 0.855, -0.246], [0.397, -1.283, -1.559], [-0.746, 1.229, -1.540], [-1.735, -1.314, -0.166], [-2.734, -0.127, -1.059], [-0.841, 2.232, 0.696], [-0.057, 0.788, 1.415], [1.193, -1.208, 2.286], [1.586, -0.345, 2.111], [0.913, -1.495, 1.408]],
  "forces_ev_per_a": [[-0.2, 0.0, -0.1], [0.2, 0.0, 0.0], [0.0, 0.0, -0.1], [-0.1, -0.3, -0.3], [-0.1, 0.0, 0.1], [0.3, 0.2, 0.1], [-0.1, 0.1, 0.0], [-0.1, -0.1, 0.0], [0.0, 0.1, 0.0], [0.0, -0.1, 0.1], [0.0, 0.2, 0.0], [0.1, 0.0, 0.1], [0.0, -0.2, 0.0], [-0.1, 0.1, -0.1], [0.0, 0.0, -0.1], [0.1, -0.1, 0.1], [0.1, 0.0, 0.1]]
}


{
  "formula": "CHBrF2O",
  "method": "wB97M-V/def2-TZVPD",
  "lumo_ev": -0.1,
  "elements": ["C", "O", "F", "F", "Br", "H"],
  "xyz": [[0.394, 0.109, 0.191], [-1.049, 0.349, 0.238], [0.696, 0.046, -1.180], [1.073, 1.083, 0.792], [-1.911, -0.850, -0.677], [0.797, -0.736, 0.635]],
  "forces_ev_per_a": [[-1.5, 1.4, -2.5], [3.8, 1.3, 1.7], [0.3, 0.5, 1.7], [-0.9, 0.8, -0.5], [-1.4, -1.6, -1.1], [-0.3, -2.4, 0.7]]
}


Respective total energy values: -97738.83903 -9440.07504 -78576.24879 eV.
Respective relative energy (zero: lowest compared OMol25 entry of this formula, charge and spin) values: 2.553 2.968 2.017 eV.
Respective orbital gap values: 4.1452 10.6722 10.3080 eV.